No. 1
{
  "formula": "C28H32Br2N3O3RuS2",
  "method": "ωB97M-V/def2-TZVPD",
  "symbols": ["Ru", "C", "C", "C", "C", "C", "C", "C", "C", "N", "C", "C", "C", "C", "N", "C", "C", "C", "C", "C", "C", "C", "C", "H", "H", "H", "H", "H", "H", "H", "H", "H", "H", "H", "H", "H", "H", "H", "H", "H", "H", "H", "H", "H", "H", "H", "H", "Br", "C", "Br", "H", "H", "O", "H", "H", "O", "S", "O", "N", "C", "S", "C", "C", "C", "C", "C", "C", "H", "H", "H", "H"],
  "positions_angstrom": [[-0.16, -0.74, 0.09], [0.20, 2.20, 2.99], [-0.97, 1.30, 3.30], [-2.06, 1.84, 3.99], [-3.13, 1.06, 4.38], [-3.13, -0.30, 4.09], [-2.08, -0.88, 3.39], [-2.07, -2.36, 3.15], [-1.03, -0.07, 2.99], [0.02, -0.60, 2.16], [1.22, -0.71, 2.60], [1.61, -0.67, 4.04], [2.28, -0.76, 1.54], [3.71, -0.85, 1.93], [1.85, -0.60, 0.33], [2.75, -0.48, -0.80], [3.41, -1.61, -1.30], [3.45, -2.93, -0.58], [4.10, -1.47, -2.50], [4.18, -0.25, -3.14], [3.58, 0.87, -2.59], [2.86, 0.78, -1.40], [2.29, 2.03, -0.80], [-0.14, 3.21, 2.76], [0.81, 1.86, 2.16], [0.85, 2.29, 3.87], [-2.04, 2.90, 4.24], [-3.96, 1.50, 4.92], [-3.96, -0.92, 4.42], [-3.08, -2.77, 3.13], [-1.53, -2.88, 3.94], [-1.58, -2.64, 2.21], [0.74, -0.67, 4.68], [2.21, 0.22, 4.25], [2.23, -1.53, 4.27], [3.94, -0.10, 2.68], [4.36, -0.71, 1.08], [3.90, -1.82, 2.38], [2.61, -3.10, 0.08], [4.36, -2.99, 0.03], [3.50, -3.75, -1.29], [4.61, -2.33, -2.91], [4.73, -0.16, -4.07], [3.67, 1.83, -3.07], [1.75, 2.61, -1.55], [3.10, 2.67, -0.44], [1.62, 1.85, 0.04], [-3.17, 1.11, -2.15], [-3.46, -0.73, -1.70], [-2.73, -1.22, 0.05], [-2.97, -1.36, -2.43], [-4.52, -0.92, -1.61], [-0.71, 1.33, 0.23], [-1.41, 1.52, 0.88], [-1.00, 1.72, -0.61], [-1.37, -4.44, 0.81], [-0.06, -4.27, 0.29], [1.08, -4.50, 1.12], [0.06, -2.69, -0.35], [0.04, -2.68, -1.67], [-0.11, -1.11, -2.30], [0.01, -4.00, -2.30], [-0.02, -4.33, -3.64], [-0.01, -5.67, -3.98], [0.02, -6.66, -2.99], [0.05, -6.33, -1.64], [0.05, -4.99, -1.32], [-0.04, -3.56, -4.40], [-0.04, -5.97, -5.02], [0.03, -7.70, -3.28], [0.06, -7.10, -0.87]],
  "mulliken_spin": [0.97, 0.00, -0.01, 0.00, 0.00, 0.00, -0.01, 0.00, 0.00, -0.02, 0.02, 0.00, 0.03, 0.00, -0.05, 0.00, 0.01, 0.00, 0.00, 0.00, 0.00, -0.01, 0.00, 0.00, 0.00, 0.00, 0.00, 0.00, 0.00, 0.00, 0.00, 0.00, 0.00, 0.00, 0.00, 0.00, 0.00, 0.00, 0.00, 0.00, 0.00, 0.00, 0.00, 0.00, 0.00, 0.00, 0.00, 0.00, 0.00, -0.01, 0.00, 0.00, 0.01, 0.00, 0.00, 0.00, 0.00, 0.00, 0.02, -0.02, 0.05, 0.00, 0.00, 0.00, 0.00, 0.00, 0.00, 0.00, 0.00, 0.00, 0.00],
  "lumo_ev": [-6.801, -8.038],
  "charge": 2,
  "spin_multiplicity": 2,
  "de_lowest_kj_mol": 0.0,
  "homo_ev": [-14.195, -14.196],
  "largest_force_ha_per_bohr": 0.01216
}

No. 2
{
  "formula": "C24H31F12O14PS",
  "method": "ωB97M-V/def2-TZVPD",
  "symbols": ["C", "C", "C", "O", "C", "C", "C", "P", "O", "O", "S", "C", "O", "O", "C", "O", "H", "H", "H", "H", "H", "H", "H", "H", "H", "H", "H", "C", "C", "O", "C", "O", "C", "F", "F", "F", "H", "H", "H", "H", "H", "C", "C", "O", "C", "O", "C", "F", "F", "F", "H", "H", "H", "H", "H", "C", "C", "O", "C", "O", "C", "F", "F", "F", "H", "H", "H", "H", "H", "C", "C", "O", "C", "O", "C", "F", "F", "F", "H", "H", "H", "H", "H"],
  "positions_angstrom": [[-6.34, 5.08, 1.75], [-6.67, 5.67, 0.35], [-6.36, 4.67, -0.77], [-5.04, 4.16, -0.63], [-4.22, 4.32, -1.76], [-3.50, 3.01, -1.95], [-2.35, 2.60, -1.46], [-1.19, 3.53, -0.40], [-0.88, 4.93, -1.17], [0.21, 2.72, -0.43], [-1.82, 3.85, 1.38], [-2.13, 1.18, -1.93], [-1.19, 0.53, -1.97], [-3.38, 0.72, -2.34], [-4.01, 1.84, -2.79], [-4.76, 1.96, -3.66], [-5.28, 5.24, 1.95], [-6.56, 4.01, 1.69], [-6.97, 5.52, 2.52], [-7.75, 5.85, 0.33], [-6.16, 6.62, 0.18], [-6.55, 5.18, -1.72], [-7.10, 3.86, -0.66], [-4.76, 4.55, -2.68], [-3.52, 5.13, -1.56], [-1.34, 4.90, -2.02], [0.02, 1.78, -0.25], [3.05, -1.26, 0.76], [2.26, -2.21, 1.64], [1.98, -1.59, 2.91], [0.93, -0.77, 2.94], [0.21, -0.52, 2.02], [0.73, -0.23, 4.36], [1.89, 0.16, 4.92], [0.20, -1.17, 5.16], [-0.09, 0.82, 4.38], [3.95, -0.92, 1.27], [3.33, -1.74, -0.17], [2.46, -0.37, 0.52], [2.84, -3.09, 1.87], [1.34, -2.54, 1.16], [4.76, -8.78, 2.02], [5.74, -8.13, 1.08], [5.07, -7.17, 0.23], [4.87, -5.97, 0.76], [5.19, -5.62, 1.86], [4.20, -5.05, -0.27], [3.20, -5.66, -0.92], [5.08, -4.64, -1.20], [3.69, -3.95, 0.31], [3.93, -9.22, 1.47], [5.25, -9.56, 2.60], [4.33, -8.06, 2.71], [6.17, -8.87, 0.41], [6.55, -7.66, 1.61], [-8.53, 8.19, -5.49], [-9.96, 7.82, -5.14], [-10.00, 6.99, -3.96], [-9.95, 7.62, -2.79], [-9.87, 8.80, -2.64], [-10.06, 6.61, -1.65], [-9.28, 5.53, -1.86], [-11.32, 6.17, -1.51], [-9.69, 7.14, -0.48], [-7.92, 7.29, -5.59], [-8.50, 8.75, -6.42], [-8.08, 8.79, -4.70], [-10.40, 7.23, -5.94], [-10.58, 8.70, -5.00], [11.21, -4.83, 2.40], [11.65, -6.21, 2.84], [10.66, -7.19, 2.50], [10.68, -7.65, 1.26], [11.45, -7.31, 0.40], [9.60, -8.72, 1.08], [8.43, -8.35, 1.63], [9.97, -9.88, 1.65], [9.36, -8.98, -0.21], [10.23, -4.59, 2.82], [11.93, -4.07, 2.73], [11.12, -4.77, 1.32], [11.76, -6.24, 3.92], [12.62, -6.47, 2.40]],
  "mulliken_charge": [-1.15, -0.21, -0.50, -0.16, -0.74, 0.59, 0.17, 0.96, -0.55, -0.48, -0.37, 0.24, -0.44, -0.29, 0.03, -0.45, 0.22, 0.30, 0.42, 0.03, 0.34, 0.29, 0.34, 0.46, 0.29, 0.40, 0.28, -1.00, -0.07, -0.33, 0.37, -0.53, 0.89, -0.25, -0.26, -0.23, 0.28, 0.35, 0.26, 0.28, 0.27, -1.20, -0.12, -0.32, 0.44, -0.53, 0.82, -0.27, -0.28, -0.22, 0.32, 0.39, 0.31, 0.29, 0.40, -1.10, -0.21, -0.31, 0.25, -0.51, 1.01, -0.24, -0.27, -0.26, 0.29, 0.37, 0.32, 0.32, 0.32, -1.11, -0.21, -0.32, 0.30, -0.50, 0.95, -0.28, -0.26, -0.25, 0.30, 0.37, 0.32, 0.32, 0.33],
  "lumo_ev": -0.952,
  "smiles": "CCCOCC1=C(P(O)(O)=S)C(=O)OC1=O.CCOC(=O)C(F)(F)F.CCOC(=O)C(F)(F)F.CCOC(=O)C(F)(F)F.CCOC(=O)C(F)(F)F",
  "homo_ev": -9.039,
  "largest_force_ha_per_bohr": 0.08247
}

No. 3
{
  "formula": "H12O5S",
  "method": "ωB97M-V/def2-TZVPD",
  "symbols": ["S", "H", "H", "H", "H", "O", "H", "H", "O", "H", "H", "O", "H", "H", "O", "H", "H", "O"],
  "positions_angstrom": [[-0.24, 3.40, -1.66], [-0.20, 2.90, -2.90], [1.00, 3.89, -1.84], [-1.17, 0.48, -3.13], [-0.05, -0.55, -3.10], [-0.27, 0.34, -2.81], [-1.60, 2.27, 3.02], [-1.72, 2.56, 1.56], [-2.19, 2.15, 2.28], [-1.01, -0.77, 0.37], [-0.70, 0.63, 0.01], [-0.49, -0.02, 0.70], [1.33, -5.24, 0.08], [1.80, -3.87, -0.19], [1.60, -4.69, -0.67], [1.53, -0.58, 3.20], [0.95, -1.39, 2.12], [1.42, -1.51, 2.96]],
  "mulliken_spin": [0.63, -0.08, -0.07, -0.26, -0.10, 0.51, -0.05, -0.02, 0.09, -0.17, -0.02, 0.38, -0.03, -0.04, 0.13, -0.04, -0.04, 0.15],
  "lumo_ev": [3.158, 3.017],
  "charge": -1,
  "spin_multiplicity": 2,
  "de_lowest_kj_mol": 66.0,
  "homo_ev": [0.518, -6.511],
  "largest_force_ha_per_bohr": 0.01563
}

No. 4
{
  "formula": "C38H34AsN6S2Ti",
  "method": "ωB97M-V/def2-TZVPD",
  "symbols": ["Ti", "S", "N", "C", "C", "C", "C", "C", "N", "C", "C", "N", "C", "C", "C", "C", "C", "N", "H", "H", "H", "H", "H", "H", "N", "C", "C", "C", "C", "C", "C", "C", "C", "N", "C", "H", "H", "H", "H", "H", "H", "H", "H", "C", "As", "C", "C", "S", "H", "H", "H", "H", "H", "H", "H", "H", "H", "C", "C", "C", "C", "C", "C", "C", "C", "C", "C", "C", "C", "C", "C", "H", "H", "H", "H", "H", "H", "H", "H", "H", "H", "H"],
  "positions_angstrom": [[0.44, 0.54, -0.17], [-2.82, 0.47, 6.75], [-2.42, 1.71, 5.80], [-1.84, 1.19, 4.73], [-1.33, 1.94, 3.61], [-1.34, 3.34, 3.54], [-0.80, 3.96, 2.43], [-0.29, 3.17, 1.40], [-0.29, 1.84, 1.44], [-0.75, 1.23, 2.55], [-0.64, -0.23, 2.60], [-0.08, -0.82, 1.54], [0.04, -2.15, 1.53], [-0.38, -2.94, 2.59], [-0.98, -2.35, 3.68], [-1.12, -0.96, 3.70], [-1.74, -0.22, 4.77], [-2.25, -0.75, 5.88], [-1.77, 3.91, 4.35], [-0.77, 5.03, 2.34], [0.11, 3.63, 0.50], [0.48, -2.60, 0.65], [-0.25, -4.02, 2.53], [-1.34, -2.94, 4.52], [2.06, 1.15, -1.61], [1.52, 1.68, -2.84], [2.19, 1.75, -4.03], [1.57, 2.38, -5.14], [0.33, 2.93, -5.02], [-0.39, 2.85, -3.81], [-1.69, 3.38, -3.62], [-2.32, 3.22, -2.41], [-1.66, 2.51, -1.39], [-0.44, 2.02, -1.52], [0.21, 2.19, -2.72], [2.74, 0.41, -1.77], [2.61, 1.89, -1.16], [3.19, 1.36, -4.12], [2.11, 2.43, -6.07], [-0.13, 3.43, -5.87], [-2.17, 3.90, -4.43], [-3.31, 3.60, -2.23], [-2.16, 2.33, -0.45], [5.31, 0.02, 2.91], [3.41, -0.20, 2.91], [2.64, 0.82, 4.35], [2.95, -2.04, 3.17], [2.71, 0.55, 1.02], [5.70, -0.31, 3.87], [5.55, 1.07, 2.75], [5.73, -0.59, 2.11], [3.05, 0.49, 5.30], [1.56, 0.67, 4.34], [2.87, 1.88, 4.19], [3.37, -2.39, 4.11], [3.37, -2.63, 2.35], [1.87, -2.14, 3.19], [0.74, -4.97, -3.88], [-0.52, -4.55, -3.46], [-0.66, -3.39, -2.72], [0.48, -2.65, -2.39], [1.74, -3.09, -2.80], [1.87, -4.24, -3.55], [0.39, -1.42, -1.61], [-0.65, -0.67, -1.21], [-2.08, -0.63, -1.48], [-2.52, -0.47, -2.80], [-3.88, -0.35, -3.06], [-4.79, -0.37, -2.02], [-4.36, -0.52, -0.71], [-3.01, -0.64, -0.43], [0.83, -5.87, -4.47], [-1.40, -5.13, -3.72], [-1.64, -3.08, -2.40], [2.63, -2.52, -2.53], [2.85, -4.57, -3.88], [1.39, -1.12, -1.24], [-1.80, -0.47, -3.61], [-4.22, -0.25, -4.08], [-5.85, -0.28, -2.23], [-5.08, -0.55, 0.10], [-2.68, -0.78, 0.59]],
  "mulliken_charge": [-0.92, 0.24, -0.64, 0.62, 0.51, -0.65, -1.23, -0.49, 0.84, -0.15, -1.29, 1.81, -1.12, -1.16, -0.67, 1.02, 0.55, -0.63, 0.61, 0.50, 0.62, 0.51, 0.57, 0.61, -0.20, 0.18, -0.66, -0.88, -0.94, 0.85, -0.77, -1.15, -0.09, 0.73, -0.04, 0.42, 0.49, 0.52, 0.45, 0.50, 0.51, 0.48, 0.53, -1.02, 0.72, -0.85, -0.74, -0.41, 0.43, 0.39, 0.38, 0.48, 0.13, 0.38, 0.51, 0.40, 0.02, -0.48, -0.98, -0.29, 0.37, -0.36, -0.94, -0.50, 1.23, 0.48, -0.10, -0.98, -0.67, -0.93, -0.17, 0.45, 0.46, 0.55, 0.46, 0.45, 0.46, 0.62, 0.48, 0.47, 0.49, 0.62],
  "lumo_ev": -9.242,
  "charge": 3,
  "de_lowest_kj_mol": 0.0,
  "homo_ev": -15.843,
  "largest_force_ha_per_bohr": 0.00996
}

No. 5
{
  "formula": "C5H5NO",
  "method": "ωB97M-V/def2-TZVPD",
  "symbols": ["O", "C", "C", "C", "C", "C", "N", "H", "H", "H", "H", "H"],
  "positions_angstrom": [[0.82, 0.58, 0.77], [0.51, 0.99, -0.51], [1.96, -0.10, 0.71], [2.88, -0.82, 0.47], [-0.93, 0.86, -0.67], [-1.43, -0.52, -0.30], [-1.91, 0.64, 0.40], [3.70, -1.46, 0.23], [-1.30, 1.29, -1.60], [-0.75, -1.20, 0.21], [-2.12, -0.98, -1.00], [-1.43, 0.72, 1.29]],
  "mulliken_charge": [-0.24, -0.45, -0.05, -0.05, 0.13, -0.35, -0.57, 0.39, 0.41, 0.20, 0.25, 0.33],
  "lumo_ev": -0.056,
  "de_lowest_kj_mol": 649.0,
  "homo_ev": -9.117,
  "largest_force_ha_per_bohr": 0.01044
}

No. 6
{
  "formula": "C24H33FeN6P",
  "method": "ωB97M-V/def2-TZVPD",
  "symbols": ["Fe", "C", "N", "C", "C", "N", "C", "P", "C", "N", "C", "C", "N", "C", "C", "N", "C", "C", "N", "C", "H", "H", "H", "H", "H", "H", "H", "H", "H", "H", "H", "H", "H", "H", "H", "C", "C", "C", "C", "C", "C", "C", "C", "C", "C", "C", "C", "H", "H", "H", "H", "H", "H", "H", "H", "H", "H", "H", "H", "H", "H", "H", "H", "H", "H"],
  "positions_angstrom": [[-0.10, -0.09, -0.06], [1.21, 5.02, 1.27], [0.46, 3.93, 0.62], [-0.60, 4.11, -0.23], [-1.03, 2.87, -0.58], [-0.23, 1.94, 0.04], [0.66, 2.61, 0.77], [1.90, 1.87, 1.88], [0.78, 0.65, 2.63], [0.02, -0.23, 1.95], [-0.60, -1.03, 2.89], [-0.23, -0.61, 4.13], [0.64, 0.44, 3.95], [1.30, 1.18, 5.04], [2.62, 0.75, 0.64], [1.92, 0.01, -0.24], [2.85, -0.62, -1.04], [4.09, -0.26, -0.63], [3.93, 0.60, 0.42], [5.04, 1.24, 1.15], [0.84, 5.97, 0.88], [1.06, 5.00, 2.34], [2.27, 4.93, 1.03], [-0.96, 5.09, -0.50], [-1.87, 2.61, -1.20], [-1.24, -1.85, 2.63], [-0.49, -0.97, 5.11], [0.90, 0.82, 5.98], [2.37, 1.01, 5.01], [1.08, 2.24, 4.95], [2.57, -1.26, -1.86], [5.07, -0.54, -1.01], [5.97, 0.85, 0.78], [5.01, 2.32, 0.99], [4.96, 1.02, 2.21], [0.17, -0.37, -3.65], [-0.58, -0.86, -2.44], [-1.76, -0.19, -2.05], [-2.36, 0.81, -3.01], [-2.44, -0.58, -0.88], [-3.65, 0.17, -0.40], [-2.04, -1.75, -0.19], [-2.96, -2.31, 0.86], [-0.88, -2.44, -0.60], [-0.40, -3.66, 0.14], [-0.18, -2.03, -1.76], [0.85, -2.96, -2.34], [-0.21, -0.84, -4.56], [1.23, -0.60, -3.59], [0.07, 0.71, -3.77], [-3.40, 1.01, -2.78], [-2.32, 0.40, -4.02], [-1.82, 1.76, -3.05], [-4.56, -0.27, -0.81], [-3.63, 1.22, -0.69], [-3.74, 0.13, 0.69], [-2.69, -3.32, 1.16], [-3.97, -2.36, 0.44], [-3.03, -1.68, 1.74], [-0.87, -4.56, -0.28], [-0.65, -3.63, 1.19], [0.67, -3.80, 0.05], [1.20, -2.65, -3.32], [0.39, -3.95, -2.45], [1.71, -3.11, -1.69]],
  "mulliken_spin": [4.24, 0.00, 0.01, 0.00, 0.02, 0.06, 0.02, -0.01, 0.02, 0.06, 0.02, 0.00, 0.01, 0.00, 0.02, 0.06, 0.02, 0.00, 0.01, 0.00, 0.00, 0.00, 0.00, 0.00, 0.01, 0.01, 0.00, 0.00, 0.00, 0.00, 0.01, 0.00, 0.00, 0.00, 0.00, -0.04, -0.04, 0.20, 0.00, -0.04, -0.01, 0.19, 0.00, -0.06, -0.01, 0.19, 0.00, 0.00, 0.00, 0.00, 0.00, 0.00, 0.01, 0.00, 0.00, 0.00, 0.00, 0.00, 0.00, 0.00, 0.00, 0.00, 0.00, 0.00, 0.01],
  "lumo_ev": [-8.484, -11.090],
  "charge": 3,
  "spin_multiplicity": 6,
  "de_lowest_kj_mol": 15.6,
  "homo_ev": [-18.008, -17.984],
  "largest_force_ha_per_bohr": 0.00995
}

No. 7
{
  "formula": "C10H15N",
  "method": "ωB97M-V/def2-TZVPD",
  "symbols": ["C", "C", "C", "N", "C", "C", "H", "H", "H", "H", "H", "C", "C", "C", "C", "C", "H", "H", "H", "H", "H", "H", "H", "H", "H", "H"],
  "positions_angstrom": [[2.27, 0.15, 1.11], [2.91, -0.33, 0.02], [3.04, 0.59, -1.08], [2.30, 1.69, -1.11], [1.39, 2.06, -0.13], [1.30, 1.17, 0.97], [2.48, -0.44, 2.02], [3.71, -1.13, 0.18], [3.77, 0.41, -1.84], [0.64, 2.86, -0.67], [0.65, 1.34, 1.98], [-1.62, -0.24, 1.18], [-1.56, 0.70, 0.08], [-1.14, -0.20, -1.22], [-2.13, -1.39, -0.96], [-1.71, -1.74, 0.53], [-0.88, -0.24, 1.84], [-2.80, -0.14, 1.66], [-0.77, 1.55, 0.11], [-2.38, 1.40, -0.04], [-0.04, -0.67, -0.88], [-1.07, 0.30, -2.34], [-2.08, -2.04, -1.95], [-3.22, -0.87, -0.93], [-0.75, -2.23, 0.42], [-2.30, -2.56, 1.05]],
  "mulliken_charge": [-0.31, -0.36, -0.12, -0.57, -0.38, -0.07, 0.31, 0.31, 0.42, 0.36, 0.45, -0.54, -0.38, -0.21, -0.44, -0.79, 0.41, 0.22, -0.17, 0.38, -0.01, 0.30, 0.30, 0.21, 0.30, 0.36],
  "lumo_ev": 0.776,
  "smiles": "c1ccncc1.C1CCCC1",
  "de_lowest_kj_mol": 436.0,
  "homo_ev": -9.204,
  "largest_force_ha_per_bohr": 0.16370
}

No. 8
{
  "formula": "C3H7FO2Y",
  "method": "ωB97M-V/def2-TZVPD",
  "symbols": ["Y", "F", "O", "C", "C", "O", "C", "H", "H", "H", "H", "H", "H", "H"],
  "positions_angstrom": [[1.58, 0.70, -1.42], [2.76, 0.21, 0.38], [-0.07, 1.76, -0.97], [-1.21, 1.36, -0.27], [-1.06, 0.10, 0.57], [-0.75, -1.06, -0.17], [0.64, -1.45, -0.28], [-2.04, 1.18, -0.98], [-1.55, 2.16, 0.43], [-2.02, -0.10, 1.08], [-0.28, 0.26, 1.35], [1.45, -2.04, 0.19], [2.15, -0.66, 0.84], [0.40, -2.42, -0.75]],
  "mulliken_charge": [1.77, -0.46, -0.67, -0.17, -0.44, -0.31, -0.92, 0.30, 0.30, 0.36, 0.27, 0.17, 0.58, 0.22],
  "lumo_ev": -5.320,
  "charge": 1,
  "homo_ev": -12.064,
  "largest_force_ha_per_bohr": 0.08292
}